# 1
# C17H26CaN11O5

C17H26CaN11O5 as an isolated structure (wB97M-V/def2-TZVPD, OMol25).

XYZ file:
```
60
Properties=species:S:1:pos:R:3
C -5.42338 -0.12046 0.90932
H 0.49713 0.17047 -3.70163
H -0.46600 -6.13748 -0.13537
C 2.70691 0.45414 2.06492
C 4.59247 0.34930 -1.02513
N -0.67552 -2.48534 1.34639
H -1.11684 0.48558 -3.57612
O 0.38792 0.05552 1.61066
H -6.35876 -0.01401 0.35843
C 0.17786 -4.04158 -1.73188
N 0.03855 3.62561 -0.58050
C 3.67469 0.67900 3.05474
C -4.65288 2.15447 0.29647
N -0.20802 -4.09327 -0.33368
H -5.59299 0.15794 1.95025
C -3.25749 0.21850 -0.12668
H 4.70154 0.88276 2.77981
N 0.13400 2.73301 -1.62576
H 0.76630 -5.46316 0.94615
N 0.07006 4.38144 -3.34424
C 2.05603 0.46937 4.78884
H -3.17446 -0.87272 -0.02363
H 0.04502 0.12088 4.14080
O 0.01906 4.83224 -0.71872
H -0.54771 -3.16976 2.07338
C 3.37380 0.68594 4.39940
C 3.14484 0.42350 0.65876
O -2.33940 0.87720 -0.62137
N 4.46531 0.36819 0.34136
N 2.42746 0.43679 -0.46016
H -0.96998 -5.20418 1.26036
H -5.10506 -1.15976 0.86827
H -0.45109 -1.50155 1.59117
Ca 0.01060 0.64013 -0.46411
C 0.08990 -2.54155 -2.01538
H 1.19708 -4.40124 -1.88773
O 0.34136 -2.01160 -3.08051
H 1.79107 0.47711 5.83837
N -0.00131 2.11646 -3.77120
H 5.54953 0.30084 -1.51110
H -5.53490 2.36101 -0.31106
C 1.35993 0.25329 2.46482
H 3.00645 0.38319 -2.53025
C -0.38997 -2.83141 0.08774
H -0.06105 4.56680 -4.32251
N -0.19070 0.80588 -3.31806
H -0.03222 2.31369 -4.75840
H -4.82828 2.51806 1.30944
C -0.20817 -5.28183 0.48569
O -0.02329 3.02739 0.47677
H 5.21717 0.32539 1.00302
C 3.32537 0.39350 -1.50188
N -0.27285 -1.90124 -0.86273
H -3.78737 2.65518 -0.12571
C 1.07654 0.26352 3.84460
C 0.06371 3.13172 -2.88090
H -0.50169 -4.59613 -2.38062
H 0.11607 5.13869 -2.68220
H 4.14589 0.86917 5.13226
N -4.39818 0.72538 0.32705
```

Computed properties:
**M**: 504.54 g mol⁻¹
**E_tot**: -2319.492422 hartree
**Kohn-Sham gap**: 7.2165 eV
**Energy above the lowest of the compared OMol25 structures with the same formula, charge and spin**: 0.000 eV
**Charge**: +1
**HOMO energy**: -9.53 eV

# 2
# C17H26ClN3O4S

C17H26ClN3O4S as an isolated structure in a non-equilibrium geometry (wB97M-V/def2-TZVPD, OMol25).

XYZ file:
```
52
Properties=species:S:1:pos:R:3
H 2.86404 0.54412 1.04109
N 4.62215 0.07150 -0.72357
H -6.33206 2.28886 -0.13338
H 6.23223 0.99497 -1.64934
H 2.98716 -0.81228 -1.86898
H 4.38864 -0.51950 -2.95523
H 1.02964 3.94116 -0.32528
H -4.90057 -0.70579 2.75373
H 3.20941 0.82727 -2.13835
H 3.96111 -0.95490 2.16203
C 3.25272 -1.38194 1.45929
H 0.89187 -2.44760 1.08590
C -0.59713 0.62392 -0.73457
H -5.79458 0.35406 -1.06335
C 4.94999 -1.30918 -0.11778
H -4.58129 1.59263 -1.55583
H 5.83751 -0.86963 0.35535
C -0.61517 -1.88352 -0.26627
O 2.34953 2.26949 0.62701
C 1.23210 -0.19501 0.56646
H -6.28793 1.30020 2.38607
C -1.21950 -0.48033 -0.66031
C -4.82875 0.93142 -0.77136
C 1.33718 1.91574 0.10681
H -3.91445 0.50868 2.32512
C -5.48047 1.53888 0.38855
H -4.73896 2.45248 1.00342
H -6.63188 0.32142 1.23979
C -4.06191 -0.81864 0.82372
H 2.65618 -2.27770 2.13112
H 5.83445 1.30731 0.19132
S -2.95124 -0.42082 -1.36017
C -4.74212 -0.06623 2.06670
Cl -1.34271 -3.30238 -0.07014
H 4.64792 -3.06112 0.70267
H 3.32247 -2.49226 -0.32337
N -3.76248 0.33438 -0.53395
C -5.84177 0.95236 1.50291
H 4.97003 2.11895 -1.08163
N 2.51659 -0.34119 1.15375
C 0.58688 0.73218 0.12922
O -3.30416 -1.71747 -1.79504
C 3.88405 0.04688 -1.98266
H -4.85494 -1.54419 0.25864
C 0.49422 -1.52256 0.34581
O -2.80644 0.49674 -2.39898
O 0.68015 3.16291 -0.57386
H -1.11168 1.49678 -1.13385
C 3.97243 -2.07035 0.24237
H -3.17013 -1.19678 0.97732
H 5.65510 -1.86894 -1.07899
C 5.50659 1.13500 -0.72993
```

Computed properties:
**M**: 403.93 g mol⁻¹
**E_tot**: -1986.296544 hartree
**Kohn-Sham gap**: 7.8893 eV
**Energy above the lowest of the compared OMol25 structures with the same formula, charge and spin**: 19.430 eV
**Charge**: 0
**HOMO energy**: -7.87 eV

# 3
# C17H26F9O7S

A 4-piece molecular cluster, C17H26F9O7S overall in a non-equilibrium geometry (wB97M-V/def2-TZVPD, OMol25).

XYZ file:
```
60
Properties=species:S:1:pos:R:3
F 5.82078 -3.08611 -1.07883
F -3.93724 3.85959 3.34595
C -8.28211 4.11185 1.90830
C 1.78771 -8.70179 -0.76962
C -5.24090 4.31420 1.39147
H -0.93920 3.52713 -2.43928
C 4.83895 -1.73563 0.60186
C -1.56509 1.52269 -1.77305
C 1.14634 2.70058 -1.15038
C -1.77822 2.83277 -2.56513
C 2.80187 -7.98231 0.14827
H 5.01254 -4.73370 1.14904
H -2.91964 4.62095 -2.22744
H -1.51990 0.64864 -2.42096
H 2.29106 1.24893 1.61885
O -1.92521 2.56137 -3.94734
O -5.47682 3.84444 0.31525
H -8.29434 3.85728 2.96792
C 3.24384 -5.94142 1.22373
H -9.29506 4.36148 1.59584
C 6.12428 -2.24877 -0.07986
C 4.44559 -5.39073 0.49171
F 6.84870 -1.24402 -0.58062
H -1.29728 1.88925 -4.23182
H -2.39195 1.36262 -1.08046
H 2.92962 2.75822 -2.28987
H 5.10240 -6.19246 0.15581
H 2.60031 -5.13714 1.57496
H 1.36829 2.52856 -3.26042
H -7.31085 5.54181 0.59975
H -7.69944 6.16750 2.19954
C 3.23948 0.80120 1.31398
F -3.16246 5.31283 1.94164
H -3.91957 3.17510 -2.58378
O 4.44344 -2.12956 1.65590
H 3.73527 0.42163 2.20558
C -7.36707 5.28672 1.65679
C -3.85093 4.17227 2.05899
S -0.05955 1.47028 -0.73367
F -3.13603 3.20529 1.44625
C -3.03391 3.54949 -2.07829
O 2.40946 -6.73158 0.34956
H 3.87388 1.57780 0.88471
C 3.00453 -0.30810 0.31050
H -0.51406 1.91546 0.45304
F 0.67486 -8.98475 -0.07880
O -6.02792 5.02743 2.15993
O 3.76202 -8.51974 0.60970
H 3.53688 -6.53358 2.08955
F 2.29775 -9.83400 -1.23261
H 1.22202 3.51692 -0.43937
F 6.88832 -2.90676 0.78347
H -3.11380 3.40064 -1.00204
H 4.13217 -4.83244 -0.39062
C 1.84917 2.65710 -2.29307
O 4.24468 -0.83837 -0.18232
H -7.95616 3.23284 1.35327
H 2.49544 0.07232 -0.57387
F 1.44522 -7.93316 -1.81120
H 2.39784 -1.10904 0.73358
```

Computed properties:
**M**: 545.44 g mol⁻¹
**E_tot**: -2486.713057 hartree
**Kohn-Sham gap**: 7.5342 eV
**Charge**: +1
**HOMO energy**: -12.63 eV

# 4
# C17H26FN3O2

One molecule with the formula C17H26FN3O2 (wB97M-V/def2-TZVPD, OMol25).

XYZ file:
```
49
Properties=species:S:1:pos:R:3
H 7.48408 0.81530 1.81686
O 2.61163 -1.46866 -1.40723
H 0.66150 -2.56210 -1.26881
N 3.36279 -0.59410 0.56531
C 5.13748 -0.19967 -1.07907
C -5.53025 -1.39603 0.40090
H -4.59214 2.52708 -0.49874
H -1.09826 1.58650 -1.78407
C 4.66718 -0.23352 0.23222
H -5.82341 1.02764 -1.73431
H -0.38768 -2.73206 0.16186
C 0.64968 -0.70227 1.48932
C -1.39320 -0.16450 0.13351
H -2.66002 2.38037 -1.64207
C 6.43667 0.19150 -1.34085
C 6.81911 0.52972 1.01737
H -2.98748 2.06076 1.24582
H 4.48474 -0.49215 -1.88343
C 0.17105 -2.02337 -0.45789
H -1.41135 2.68512 -0.41955
C -0.76344 -0.95251 -1.02006
F 8.53320 0.93595 -0.54931
C -3.34899 1.19887 0.65672
C 2.40648 -1.16196 -0.25085
H -0.17753 -0.29748 -1.66467
N 1.20742 -1.42712 0.36776
N -2.38139 0.78799 -0.34490
H -3.49731 0.36756 1.34782
C 7.26201 0.55166 -0.29219
H 0.06828 -1.41437 2.08727
C -5.23151 0.53033 -0.96205
H 6.81159 0.21852 -2.35148
H -0.68793 0.95068 1.86093
C 5.52043 0.13661 1.27295
H -5.26090 -1.00652 1.38961
C -4.69691 1.57797 0.02703
H -5.43118 1.72197 0.82129
H -6.27524 -2.18131 0.52608
H -4.63534 -1.81578 -0.07391
H -1.54627 -1.41414 -1.62127
H 1.42789 -0.28845 2.13144
H 5.16320 0.11524 2.29328
O -6.12139 -0.41381 -0.40884
H 3.17246 -0.56755 1.55515
H -4.37878 0.02360 -1.43541
H 0.32234 1.13159 0.41476
C -0.26649 0.42479 1.00212
H -1.94501 -0.88739 0.75001
C -1.85182 1.91950 -1.07641
```

Computed properties:
**M**: 323.41 g mol⁻¹
**SMILES**: COCCCN(C)C1CCN(C(=O)Nc2ccc(F)cc2)CC1
**E_tot**: -1077.997082 hartree
**Kohn-Sham gap**: 8.7558 eV
**Energy above the lowest of the compared OMol25 structures with the same formula, charge and spin**: 1.457 eV
**Charge**: 0
**HOMO energy**: -8.25 eV

# 5
# C17H26N2Ni

C17H26N2Ni as an isolated structure in a non-equilibrium geometry (wB97M-V/def2-TZVPD, OMol25).

XYZ file:
```
46
Properties=species:S:1:pos:R:3
C 0.44910 0.50573 1.46088
H 3.04372 -2.29317 -2.35604
Ni -0.71692 0.46802 -0.28350
H -2.99817 0.63632 -1.91187
C -0.90357 -0.83419 3.08757
C -0.26377 0.52259 2.79859
H -3.24430 1.52969 -0.39222
H -3.75639 -0.79320 0.70115
H 1.00321 1.43873 1.31337
C 0.85116 2.24835 -2.11934
H -0.17342 -1.64553 2.97236
C 2.65970 0.32259 -2.89106
C 0.72051 0.90419 3.90830
H -0.29339 2.87789 0.43271
H -0.98591 -2.66205 0.45554
H -1.86414 2.28545 1.03269
H 2.59984 -4.46782 -1.16061
C -1.17928 2.27855 0.17285
H -3.16771 -1.51328 -0.79121
H 0.20539 0.97284 4.87077
N 0.66558 0.98052 -1.69835
C 1.91949 -3.62254 -1.05444
H -1.05401 1.28889 2.73925
C -3.06768 -0.63879 -0.13895
C 1.96032 2.62566 -2.87352
H -1.28266 -0.86416 4.11479
H -1.67222 2.73813 -0.69465
H -1.74789 -1.03676 2.42039
H 1.11745 -0.36027 1.39742
C 1.30103 -1.32976 -1.54186
C 2.17545 -2.42151 -1.71426
H -2.04704 -0.66914 0.29278
H 1.51642 0.15531 4.00133
C 0.77559 -3.72656 -0.26041
N 0.17678 -1.45520 -0.77430
H 3.31590 -0.48974 -3.18872
H 1.18408 1.87280 3.69929
H 0.10129 2.97156 -1.80358
C 1.55509 0.00778 -2.07702
H 0.52823 -4.63790 0.28254
H 2.09137 3.67582 -3.12532
H -4.56559 0.61848 -1.07970
C -3.47882 0.61172 -0.92861
C 2.87574 1.64592 -3.27364
C -0.07918 -2.62729 -0.14931
H 3.74962 1.90531 -3.87206
```

Computed properties:
**Spin multiplicity**: 3
**M**: 317.10 g mol⁻¹
**E_tot**: -2281.081840 hartree
**Kohn-Sham gap (alpha / beta)**: 4.5888 / 7.4286 eV
**Energy above the lowest of the compared OMol25 structures with the same formula, charge and spin**: 0.316 eV
**Charge**: 0
**HOMO energy (alpha / beta)**: -5.04 / -7.81 eV

Copy entry 2 word for word.
# C17H26ClN3O4S

C17H26ClN3O4S as an isolated structure in a non-equilibrium geometry (wB97M-V/def2-TZVPD, OMol25).

XYZ file:
```
52
Properties=species:S:1:pos:R:3
H 2.86404 0.54412 1.04109
N 4.62215 0.07150 -0.72357
H -6.33206 2.28886 -0.13338
H 6.23223 0.99497 -1.64934
H 2.98716 -0.81228 -1.86898
H 4.38864 -0.51950 -2.95523
H 1.02964 3.94116 -0.32528
H -4.90057 -0.70579 2.75373
H 3.20941 0.82727 -2.13835
H 3.96111 -0.95490 2.16203
C 3.25272 -1.38194 1.45929
H 0.89187 -2.44760 1.08590
C -0.59713 0.62392 -0.73457
H -5.79458 0.35406 -1.06335
C 4.94999 -1.30918 -0.11778
H -4.58129 1.59263 -1.55583
H 5.83751 -0.86963 0.35535
C -0.61517 -1.88352 -0.26627
O 2.34953 2.26949 0.62701
C 1.23210 -0.19501 0.56646
H -6.28793 1.30020 2.38607
C -1.21950 -0.48033 -0.66031
C -4.82875 0.93142 -0.77136
C 1.33718 1.91574 0.10681
H -3.91445 0.50868 2.32512
C -5.48047 1.53888 0.38855
H -4.73896 2.45248 1.00342
H -6.63188 0.32142 1.23979
C -4.06191 -0.81864 0.82372
H 2.65618 -2.27770 2.13112
H 5.83445 1.30731 0.19132
S -2.95124 -0.42082 -1.36017
C -4.74212 -0.06623 2.06670
Cl -1.34271 -3.30238 -0.07014
H 4.64792 -3.06112 0.70267
H 3.32247 -2.49226 -0.32337
N -3.76248 0.33438 -0.53395
C -5.84177 0.95236 1.50291
H 4.97003 2.11895 -1.08163
N 2.51659 -0.34119 1.15375
C 0.58688 0.73218 0.12922
O -3.30416 -1.71747 -1.79504
C 3.88405 0.04688 -1.98266
H -4.85494 -1.54419 0.25864
C 0.49422 -1.52256 0.34581
O -2.80644 0.49674 -2.39898
O 0.68015 3.16291 -0.57386
H -1.11168 1.49678 -1.13385
C 3.97243 -2.07035 0.24237
H -3.17013 -1.19678 0.97732
H 5.65510 -1.86894 -1.07899
C 5.50659 1.13500 -0.72993
```

Computed properties:
**M**: 403.93 g mol⁻¹
**E_tot**: -1986.296544 hartree
**Kohn-Sham gap**: 7.8893 eV
**Energy above the lowest of the compared OMol25 structures with the same formula, charge and spin**: 19.430 eV
**Charge**: 0
**HOMO energy**: -7.87 eV

Please write out number 5 again, unchanged.
# C17H26N2Ni

C17H26N2Ni as an isolated structure in a non-equilibrium geometry (wB97M-V/def2-TZVPD, OMol25).

XYZ file:
```
46
Properties=species:S:1:pos:R:3
C 0.44910 0.50573 1.46088
H 3.04372 -2.29317 -2.35604
Ni -0.71692 0.46802 -0.28350
H -2.99817 0.63632 -1.91187
C -0.90357 -0.83419 3.08757
C -0.26377 0.52259 2.79859
H -3.24430 1.52969 -0.39222
H -3.75639 -0.79320 0.70115
H 1.00321 1.43873 1.31337
C 0.85116 2.24835 -2.11934
H -0.17342 -1.64553 2.97236
C 2.65970 0.32259 -2.89106
C 0.72051 0.90419 3.90830
H -0.29339 2.87789 0.43271
H -0.98591 -2.66205 0.45554
H -1.86414 2.28545 1.03269
H 2.59984 -4.46782 -1.16061
C -1.17928 2.27855 0.17285
H -3.16771 -1.51328 -0.79121
H 0.20539 0.97284 4.87077
N 0.66558 0.98052 -1.69835
C 1.91949 -3.62254 -1.05444
H -1.05401 1.28889 2.73925
C -3.06768 -0.63879 -0.13895
C 1.96032 2.62566 -2.87352
H -1.28266 -0.86416 4.11479
H -1.67222 2.73813 -0.69465
H -1.74789 -1.03676 2.42039
H 1.11745 -0.36027 1.39742
C 1.30103 -1.32976 -1.54186
C 2.17545 -2.42151 -1.71426
H -2.04704 -0.66914 0.29278
H 1.51642 0.15531 4.00133
C 0.77559 -3.72656 -0.26041
N 0.17678 -1.45520 -0.77430
H 3.31590 -0.48974 -3.18872
H 1.18408 1.87280 3.69929
H 0.10129 2.97156 -1.80358
C 1.55509 0.00778 -2.07702
H 0.52823 -4.63790 0.28254
H 2.09137 3.67582 -3.12532
H -4.56559 0.61848 -1.07970
C -3.47882 0.61172 -0.92861
C 2.87574 1.64592 -3.27364
C -0.07918 -2.62729 -0.14931
H 3.74962 1.90531 -3.87206
```

Computed properties:
**Spin multiplicity**: 3
**M**: 317.10 g mol⁻¹
**E_tot**: -2281.081840 hartree
**Kohn-Sham gap (alpha / beta)**: 4.5888 / 7.4286 eV
**Energy above the lowest of the compared OMol25 structures with the same formula, charge and spin**: 0.316 eV
**Charge**: 0
**HOMO energy (alpha / beta)**: -5.04 / -7.81 eV

Among the records above, which one has the highest E_tot?
C17H26FN3O2